The following is a quantum chemistry calculation of the molecule C19H21N7O2, from OMol25.

Output
Energy (eV): -34571.858
Energy above the lowest of the compared OMol25 structures with the same formula, charge and spin (eV): 0.000
SMILES string: Cn1c(=O)[nH]c(=O)c2c1nc(NCCCn1ccnc1)n2Cc1ccccc1
Net charge: 0
Gap between HOMO and LUMO (eV): 8.3944

Geometry as XYZ:
```
49
Properties=species:S:1:pos:R:3:forces:R:3:lowdin_charge:R:1
C 3.84630 -2.61270 1.28915 0.2314 -0.1754 -0.1277 -0.007
N 2.92150 -1.88574 2.12894 0.0234 -0.0339 -0.0209 0.006
C 3.10097 -1.85333 3.49574 0.0229 -0.0250 -0.0183 -0.475
O 4.01706 -2.41803 4.05008 0.2427 -0.1347 0.2065 0.073
N 2.16076 -1.13323 4.20746 -0.0114 0.0694 0.4374 0.207
C 1.04433 -0.42247 3.75788 0.0384 -0.0977 -0.3537 -0.413
O 0.30529 0.15483 4.53385 -0.1503 0.1207 0.2026 0.058
C 0.95431 -0.51259 2.34127 0.6933 -0.4503 -0.1481 -0.076
C 1.86430 -1.22816 1.57874 -1.0789 0.8037 0.4258 -0.218
N 1.54409 -1.17985 0.26641 0.2811 -0.2880 -0.1803 0.206
C 0.44362 -0.43849 0.21519 0.0900 0.1148 0.4644 -0.324
N -0.18845 -0.08692 -0.93127 -0.3185 0.2239 0.0168 0.082
C 0.12329 -0.78797 -2.15945 0.0235 -0.1047 -0.3356 -0.193
C -0.25417 0.07473 -3.35825 0.2887 0.0688 0.2711 -0.156
C 0.56327 1.37170 -3.39592 -0.1656 -0.4900 0.2823 -0.149
N 0.07798 2.26354 -4.41138 0.0024 0.2992 -0.1945 -0.106
C 0.40381 2.24709 -5.73883 0.0754 -0.0089 -0.2835 -0.080
C -0.36035 3.21190 -6.32827 0.1727 -0.2079 -0.0678 -0.162
N -1.14859 3.81104 -5.39860 -0.4349 0.4175 0.0665 0.049
C -0.86816 3.22247 -4.27054 -0.0182 0.0414 0.1364 -0.190
N 0.03955 0.00040 1.43301 0.1992 -0.1812 -0.2257 0.047
C -1.09851 0.83168 1.75049 -0.2447 0.2495 0.0559 -0.062
C -2.37409 0.23003 1.21825 -0.1249 0.0707 -0.0319 -0.230
C -3.19028 0.93670 0.34294 0.0905 0.0016 0.1661 -0.064
C -4.34328 0.35861 -0.16172 -0.1122 -0.0319 -0.0790 -0.078
C -4.68480 -0.93357 0.19802 -0.0778 0.0358 -0.0682 -0.084
C -3.87588 -1.64369 1.07063 0.0377 -0.0543 0.0511 -0.070
C -2.72723 -1.06535 1.57894 -0.0108 0.0595 -0.0085 -0.024
H 3.30420 -3.35733 0.70709 0.0534 -0.0022 -0.0073 0.094
H 4.57564 -3.09301 1.93825 -0.0778 0.0469 -0.0986 0.089
H 4.34449 -1.92479 0.60600 0.0207 -0.0507 -0.0082 0.095
H 2.31179 -1.12656 5.20998 -0.0076 -0.0150 -0.1886 0.168
H -1.15777 0.18405 -0.82187 0.0675 -0.0687 0.0170 0.116
H -0.40947 -1.74681 -2.21319 0.1497 0.0497 0.0293 0.126
H 1.19471 -0.99337 -2.14217 -0.0804 -0.0695 -0.0807 0.115
H -1.31657 0.32682 -3.30458 -0.0371 0.0021 -0.0764 0.117
H -0.09067 -0.49067 -4.27643 -0.0709 -0.0039 -0.0259 0.117
H 1.61448 1.14271 -3.59077 -0.0600 0.0962 0.0652 0.133
H 0.49081 1.87142 -2.42634 0.0954 -0.0162 -0.1353 0.122
H 1.13787 1.57601 -6.13503 0.1651 -0.1538 -0.0591 0.111
H -0.39269 3.51381 -7.35551 0.0742 -0.0032 -0.2338 0.090
H -1.31476 3.46346 -3.32606 -0.0452 -0.0141 0.2916 0.120
H -0.94724 1.83560 1.33646 -0.0422 -0.0787 0.0690 0.136
H -1.13276 0.90553 2.84196 0.0525 0.0578 -0.1733 0.131
H -2.92829 1.94819 0.06354 0.0512 0.1064 -0.0277 0.114
H -4.97213 0.91826 -0.83790 -0.0591 0.0403 -0.0592 0.105
H -5.58176 -1.38540 -0.19755 -0.0771 -0.0400 -0.0368 0.103
H -4.14310 -2.64933 1.35824 -0.0245 -0.0888 0.0277 0.106
H -2.09766 -1.61452 2.26372 0.0870 -0.0872 0.0718 0.122
```
Positions in Å, forces in eV/Å.



The following is a quantum chemistry calculation of a cluster of 2 separate species, C37H37N3O6S2 in total, from OMol25.

Output
Energy (eV): -77389.039
Net charge: 0
Gap between HOMO and LUMO (eV): 2.4608

Geometry as XYZ:
```
85
Properties=species:S:1:pos:R:3:forces:R:3:lowdin_charge:R:1
C -3.11152 -4.48089 3.91374 -0.3255 -0.2415 -0.1543 -0.006
N -2.53342 -3.24561 3.43020 0.4330 0.2247 0.2238 -0.038
C -1.58205 -2.58110 4.14594 0.3357 -0.5979 1.4871 -0.364
O -1.15492 -2.92235 5.25318 -0.6297 0.6999 -1.9340 0.087
C -1.16789 -1.35876 3.33343 0.0175 0.1994 0.7839 -0.160
C 0.31956 -1.36022 2.96204 0.3227 -0.0945 -0.3127 -0.079
C 1.23629 -1.35511 4.16595 0.1414 0.2118 -0.0426 -0.233
C 2.11094 -2.42342 4.38450 -0.2878 0.0921 0.2702 -0.038
C 2.86386 -2.47731 5.55851 -0.0855 0.3507 0.0128 -0.072
C 2.78934 -1.42734 6.48526 -0.1237 -0.1362 -0.3092 -0.083
C 1.97810 -0.31882 6.22159 -0.0873 -0.0154 -0.2024 -0.074
C 1.20956 -0.27209 5.05395 0.1938 -0.5139 0.1701 -0.038
N -2.03559 -1.43932 2.15721 0.2743 1.3838 -1.2112 0.040
C -1.92093 -0.51077 1.18045 -0.1832 -0.5468 1.1178 0.021
C -2.68679 -0.48604 0.01718 -0.2972 -0.0811 -1.0920 -0.063
C -2.58863 0.42267 -1.03676 -0.2054 -0.2052 1.4918 0.041
C -3.58238 0.44419 -2.07785 -0.9920 -0.1531 -1.1281 -0.195
C -3.68296 1.55519 -2.95960 0.1282 -0.3018 0.4068 -0.020
C -4.55356 1.55576 -4.03727 -0.2504 0.0548 -0.0003 -0.006
C -5.42105 0.47063 -4.24370 0.5378 0.0039 0.1937 -0.221
C -6.27682 0.45554 -5.39614 -1.5223 -0.0008 -2.1448 -0.166
N -6.95023 0.44937 -6.35552 1.5053 0.0035 2.2355 0.165
C -5.41604 -0.60488 -3.34246 0.0169 0.0360 0.2566 -0.014
C -4.52621 -0.61321 -2.27482 0.1089 0.4398 -0.0749 -0.002
C -2.92344 -2.62113 2.16464 -0.2110 -0.7856 0.2297 -0.459
C -2.61269 -3.58442 1.01461 0.2402 0.0395 -0.0029 0.013
C -4.41768 -2.27326 2.23084 0.0908 0.2747 0.1352 0.014
H -2.61810 -4.75982 4.84843 -0.0261 0.2036 -0.2204 0.100
H -4.18706 -4.36597 4.09990 0.2093 -0.0251 0.0283 0.095
H -2.97365 -5.28795 3.18308 0.0171 0.1400 0.1764 0.094
H -1.40774 -0.45198 3.92120 0.0722 -0.3709 -0.2107 0.171
H 0.51564 -2.25331 2.34420 -0.0190 0.3140 0.1493 0.134
H 0.51608 -0.47603 2.33530 0.0502 -0.2627 0.1134 0.122
H 2.16261 -3.22746 3.64238 -0.0131 0.2344 0.3644 0.116
H 3.49834 -3.34190 5.75238 -0.0995 0.2703 -0.0370 0.104
H 3.36906 -1.47431 7.40768 -0.1602 0.0297 -0.2612 0.102
H 1.92899 0.51221 6.92834 0.0812 -0.2733 -0.2028 0.105
H 0.57083 0.58775 4.83173 0.2173 -0.2250 0.1834 0.115
H -1.23870 0.32091 1.40238 -0.0916 -0.5191 -0.1814 0.156
H -3.44027 -1.27376 -0.08272 0.4192 0.5540 0.0667 0.062
H -1.83212 1.21524 -1.02912 -0.1618 -0.2963 0.0245 0.127
H -3.09531 2.44784 -2.74325 0.0363 -0.3079 -0.2311 0.118
H -4.59032 2.40463 -4.72618 0.0340 -0.3073 0.3200 0.132
H -6.12973 -1.42494 -3.47456 0.3463 0.3393 0.0453 0.128
H -4.60452 -1.43471 -1.56253 0.1840 0.1333 -0.3637 0.103
H -1.56439 -3.90655 1.08999 -0.2946 0.0734 -0.1129 0.107
H -3.26325 -4.46458 1.08844 0.1630 0.2429 -0.0750 0.091
H -2.77005 -3.10478 0.04715 0.0387 -0.2436 0.0721 0.075
H -4.61499 -1.71284 3.15517 -0.0112 -0.0975 -0.2860 0.107
H -4.72904 -1.67091 1.37490 -0.0710 -0.1160 0.1532 0.074
H -5.01055 -3.19795 2.24781 0.1972 0.2844 -0.0460 0.093
C -0.07984 2.23540 -3.46602 1.1790 -0.5206 1.2938 0.009
O 0.74559 1.49132 -2.43033 -3.2197 0.0077 -0.5738 -0.191
C 2.05210 1.62222 -2.43053 3.7993 0.7924 -0.3077 -0.500
S 3.05274 2.04092 -0.97816 -0.5967 0.4503 -1.8817 0.684
C 2.74136 3.80200 -0.70586 -0.1024 -0.2121 0.4564 -0.261
C 3.50620 4.80766 -1.31328 -0.1833 -0.0091 0.1091 -0.046
C 3.12147 6.14419 -1.14577 -0.0377 -0.4607 -0.0310 -0.075
C 1.98663 6.45934 -0.39474 -0.1385 -0.0903 0.0273 -0.096
C 1.25903 5.44975 0.24203 0.1313 -0.1575 -0.1726 -0.093
C 1.64771 4.11742 0.10104 0.0157 0.2659 -0.2026 -0.083
O 2.56504 1.30276 0.16872 -0.1494 0.3368 -0.1096 -0.337
O 4.44665 1.94990 -1.37272 -0.7733 -0.2105 0.4066 -0.318
S 3.01781 1.65045 -3.94208 -0.1894 -0.3687 1.1347 0.687
C 4.12913 0.27456 -3.70187 0.3450 -0.0449 -0.2585 -0.303
C 5.51258 0.43150 -3.75819 -0.1400 -0.3661 0.0487 -0.058
C 6.32636 -0.67865 -3.50348 -0.2777 0.0121 -0.0672 -0.074
C 5.74551 -1.91855 -3.21198 -0.0106 0.0716 0.0481 -0.091
C 4.35205 -2.06326 -3.19219 -0.0904 0.2533 -0.1822 -0.081
C 3.53570 -0.96268 -3.46206 0.4434 -0.2120 0.0942 -0.067
O 2.18116 1.24618 -5.06367 -0.0717 0.3199 0.3831 -0.331
O 3.78422 2.87345 -4.02247 -0.0512 -0.2871 -0.3804 -0.321
H -1.09524 1.85119 -3.34689 0.2887 0.1020 0.0475 0.047
H 0.00086 3.30714 -3.24681 -0.0724 -0.1713 -0.1210 0.100
H 0.32782 1.97283 -4.43854 -0.1821 0.1929 0.0325 0.062
H 4.37986 4.54689 -1.91045 -0.3072 -0.0306 0.1224 0.113
H 3.70226 6.93142 -1.62906 -0.1812 -0.2118 0.1652 0.105
H 1.65201 7.49437 -0.31882 0.1567 -0.2379 0.0488 0.099
H 0.37424 5.67422 0.83461 0.2103 0.1248 -0.0809 0.097
H 1.11088 3.31056 0.59806 0.0998 0.2082 -0.1050 0.099
H 5.93921 1.40256 -4.00142 -0.1500 -0.1692 0.2032 0.117
H 7.41282 -0.55897 -3.53000 -0.3799 -0.1308 0.0184 0.104
H 6.37995 -2.78377 -2.99810 -0.2022 0.3267 -0.0737 0.099
H 3.88217 -3.02673 -2.97579 0.2913 0.2752 -0.0872 0.100
H 2.44936 -1.05372 -3.48439 0.2832 0.0361 0.1208 0.118
```
Positions in Å, forces in eV/Å.